Entry 1:
DFT (the ωB97M-V functional and the def2-TZVPD basis) results for C3H5NO3 in the gas phase at a distorted geometry.

Values from the calculation:
Gap between HOMO and LUMO in hartree: 0.3838
ΔE to the lowest compared entry with this formula, charge and spin in eV: 3.916
DFT total energy in a.u.: -397.69278
SMILES string: O=C1COCON1
Lowest unoccupied orbital energy in eV: 0.80
Total charge: 0
HOMO energy in eV: -9.65

Each line ends with the Mulliken charge.
Cartesian coordinates (Å):
C  1.3427  -0.0751  -0.2023  0.344
C  0.3889  1.1932  -0.0687  -0.229
C  -1.4825  -0.2734  0.0279  -0.129
H  0.6451  1.9665  -0.7172  0.334
H  0.5533  1.3699  1.0149  0.235
H  -1.4052  -0.3720  1.1397  0.385
H  -2.4847  -0.1241  -0.4308  0.226
H  1.0216  -2.1114  0.1906  0.273
N  0.5265  -1.1820  0.1414  -0.226
O  2.5177  -0.0983  -0.2524  -0.522
O  -0.9280  0.9211  -0.3011  -0.401
O  -0.6954  -1.2142  -0.5420  -0.289

Entry 2:
DFT (the ωB97M-V functional and the def2-TZVPD basis) results for C3H5NO3 in the gas phase at a distorted geometry.

Values from the calculation:
Gap between HOMO and LUMO in hartree: 0.3849
ΔE to the lowest compared entry with this formula, charge and spin in eV: 1.001
DFT total energy in a.u.: -397.79989
SMILES string: O=CNCC(=O)O
Lowest unoccupied orbital energy in eV: 0.58
Total charge: 0
HOMO energy in eV: -9.89

Each line ends with the Mulliken charge.
Cartesian coordinates (Å):
C  0.2905  -1.4341  0.9386  0.044
N  1.0292  -0.2519  0.6738  -0.145
C  0.3254  0.9346  0.2871  -0.581
C  -0.4848  0.7920  -1.0160  0.634
O  -1.4672  -0.1308  -0.8112  -0.429
O  -0.3306  1.3274  -2.0727  -0.528
O  0.8392  -2.5000  0.8708  -0.536
H  -0.7759  -1.3627  1.0961  0.365
H  2.0263  -0.3204  0.5888  0.251
H  -0.3932  1.3706  0.9940  0.254
H  0.9518  1.8105  0.0493  0.353
H  -2.0108  -0.2352  -1.5985  0.319

Entry 3:
DFT (the ωB97M-V functional and the def2-TZVPD basis) results for C3H5NO3 in the gas phase at a distorted geometry.

Values from the calculation:
Gap between HOMO and LUMO in hartree: 0.3401
ΔE to the lowest compared entry with this formula, charge and spin in eV: 4.295
DFT total energy in a.u.: -397.67886
SMILES string: O=C[C@@H](O)CN=O
Lowest unoccupied orbital energy in eV: -0.10
Total charge: 0
HOMO energy in eV: -9.36

Each line ends with the Mulliken charge.
Cartesian coordinates (Å):
C  0.1394  0.4123  0.2680  0.219
C  -0.7175  -0.5656  -0.5540  -0.496
C  1.5449  -0.1152  0.4517  -0.065
O  0.1217  1.7296  -0.2150  -0.530
N  -2.0432  -0.8440  -0.0567  -0.001
O  -2.3264  -0.4774  1.0567  -0.304
O  1.8418  -1.2767  0.4663  -0.476
H  0.5380  1.7685  -1.0842  0.354
H  -0.3208  0.4698  1.2718  0.331
H  -0.2270  -1.5494  -0.5792  0.326
H  -0.8466  -0.2404  -1.5904  0.283
H  2.2959  0.6885  0.5650  0.359

Entry 4:
DFT (the ωB97M-V functional and the def2-TZVPD basis) results for a molecular structure, C3H5NO3 at a distorted geometry.

Values from the calculation:
Gap between HOMO and LUMO (spin up / spin down) in hartree: 0.3774 / 0.2331
ΔE to the lowest compared entry with this formula, charge and spin in eV: 5.154
DFT total energy in a.u.: -397.27202
Lowest unoccupied orbital energy (spin up / spin down) in eV: -6.69 / -10.04
Total charge: +1
HOMO energy (spin up / spin down) in eV: -16.96 / -16.38
⟨S²⟩: 0.783
Spin multiplicity: 2

Each line ends with the Löwdin spin population.
Cartesian coordinates (Å):
O  -1.2910  0.1615  -1.9622  0.277
C  -0.8629  -0.0423  -0.8161  -0.014
N  -0.2585  0.8863  0.7430  0.441
C  1.1238  0.7543  0.4641  0.007
O  1.9780  1.6521  1.0647  0.037
O  1.6323  -0.1206  -0.2090  0.140
C  -0.6715  -1.5223  -0.3748  0.093
H  -0.9408  1.3392  0.1988  0.009
H  1.1889  2.3943  1.5334  0.001
H  -1.5043  -2.2622  -0.5840  -0.001
H  -0.7320  -1.4987  0.7896  -0.002
H  0.3380  -1.7415  -0.8474  0.011

Entry 5:
DFT (the ωB97M-V functional and the def2-TZVPD basis) results for 2 unconnected molecules or ions with the total composition C3H5NO3S at a distorted geometry.

Values from the calculation:
Gap between HOMO and LUMO in hartree: 0.2170
ΔE to the lowest compared entry with this formula, charge and spin in eV: 0.341
DFT total energy in a.u.: -795.80243
Lowest unoccupied orbital energy in eV: 6.47
Total charge: -2
HOMO energy in eV: 0.56

Each line ends with the Mulliken charge.
Cartesian coordinates (Å):
C  0.5646  1.6538  1.1675  -0.704
C  -1.8429  -1.1297  -1.3097  -0.834
C  0.6224  0.3777  0.6902  -0.327
N  -1.7000  -1.1194  -0.0404  -0.179
O  -2.3616  -1.8838  0.6899  -0.705
O  2.6517  1.2878  -0.7164  -0.691
O  3.0715  -0.7693  0.5441  -0.673
S  2.1179  -0.0880  -0.3939  0.365
H  1.2664  2.3806  0.9870  0.365
H  -0.4110  1.9889  1.6238  0.236
H  -1.2157  -0.5928  -1.9358  0.264
H  -2.5182  -1.8056  -1.8777  0.378
H  -0.2454  -0.3002  0.5712  0.507

Entry 6:
DFT (the ωB97M-V functional and the def2-TZVPD basis) results for C3H5NO4 in the gas phase at a distorted geometry.

Values from the calculation:
Gap between HOMO and LUMO (spin up / spin down) in hartree: 0.2834 / 0.2892
ΔE to the lowest compared entry with this formula, charge and spin in eV: 4.542
DFT total energy in a.u.: -472.90251
Lowest unoccupied orbital energy (spin up / spin down) in eV: 0.53 / 0.38
Total charge: 0
HOMO energy (spin up / spin down) in eV: -7.18 / -7.49

Each line ends with the Mulliken charge.
Cartesian coordinates (Å):
C  -1.8769  -0.1795  -0.0916  0.252
C  0.2408  0.8117  0.2962  -0.275
C  0.5229  -0.7201  -0.3398  0.250
N  -1.1875  0.6468  0.5869  -0.050
O  -2.9283  -0.6181  -0.3559  -0.376
O  0.5890  1.7971  -0.5262  -0.471
O  1.4580  -0.8109  -1.3829  -0.481
O  0.9367  -1.5223  0.6606  -0.525
H  0.7540  0.8737  1.2201  0.374
H  -1.7226  1.5032  0.8700  0.269
H  0.8679  1.2333  -1.2623  0.353
H  2.0238  -1.5152  -1.0915  0.332
H  0.3221  -1.4996  1.4163  0.349

Look up the total charge of the sixth one. 0